(1)
Density functional theory data (ωB97M-V with the def2-TZVPD basis set) for a 10-piece molecular cluster, C5H26O10 overall in a non-equilibrium geometry.

Geometry (Å):
O 2.92 0.37 -3.38
O -2.82 1.35 -2.24
O -2.25 -4.14 -1.20
O 2.66 0.48 -0.77
O 2.38 -3.24 1.52
O 0.05 -1.92 1.89
O 0.14 -1.27 4.47
O -0.32 -0.44 -3.14
O 0.46 -2.99 -1.46
O -0.25 -0.11 0.07
C -2.35 3.02 -0.62
C -0.80 3.11 1.26
C -1.15 3.65 0.10
C -1.96 2.22 -1.60
C 0.50 3.18 2.03
H 1.04 -3.44 -2.07
H -0.98 2.12 -2.04
H 0.25 -2.75 1.45
H -1.25 -0.60 -2.89
H -0.93 4.63 -0.30
H -2.89 -4.19 -0.48
H -1.09 -0.21 -0.39
H 3.21 -3.32 2.00
H -1.58 -3.55 -0.83
H 0.38 -1.88 2.81
H -0.47 0.50 -3.29
H -3.30 2.98 -0.10
H 0.48 2.42 2.80
H -0.15 -0.85 0.73
H 2.52 -3.02 0.60
H 1.30 2.91 1.34
H 0.54 -2.03 -1.60
H 1.76 0.47 -0.42
H -0.78 -0.97 4.59
H 0.75 4.22 2.22
H -3.74 1.36 -1.96
H -1.50 2.45 1.78
H 2.07 0.03 -3.10
H 3.52 0.18 -2.65
H 3.07 -0.16 -0.17
H 0.56 -0.59 5.03

Summary:
- LUMO (alpha / beta) (eV) = 2.5 / 2.4
- M (g/mol) = 246.3
- highest occupied orbital energy (alpha / beta) (eV) = 0.4 / -6.3
- charge = -1
- 2S+1 = 2

How is the electron density shared among the atoms? According to Mulliken, the charges in e are:
1. O -0.7092
2. O -0.4551
3. O -0.7005
4. O -0.7391
5. O -0.6608
6. O -0.4775
7. O -0.5522
8. O -0.5100
9. O -0.5408
10. O -0.9185
11. C -0.5354
12. C -0.1604
13. C -0.4069
14. C -0.2294
15. C -1.1137
16. H 0.2415
17. H 0.3509
18. H 0.2179
19. H 0.2384
20. H 0.4250
21. H 0.3404
22. H 0.1240
23. H 0.3630
24. H 0.2920
25. H 0.2234
26. H 0.2970
27. H 0.3396
28. H 0.2685
29. H 0.3738
30. H 0.2226
31. H 0.1765
32. H 0.3007
33. H 0.2336
34. H 0.2864
35. H 0.3959
36. H 0.2736
37. H 0.3699
38. H 0.3425
39. H 0.3246
40. H 0.3276
41. H 0.3601

=====

(2)
Density functional theory data (ωB97M-V with the def2-TZVPD basis set) for C5H27B3N3NiO2 as an isolated structure in a non-equilibrium geometry.

Geometry (Å):
Ni 0.54 -0.98 2.11
O 1.64 3.74 -3.00
O -3.05 -2.56 0.94
N -4.76 -2.89 -0.44
N -5.14 -2.26 1.59
N 0.32 1.41 -1.45
C 0.94 1.24 -2.76
C 0.09 0.14 -3.49
C -4.24 -2.62 0.74
C 1.10 2.57 -3.55
C 2.81 4.23 -3.56
B 2.79 1.10 3.14
B 2.26 -3.80 1.35
B -1.51 -0.29 4.92
H 1.96 0.86 -2.72
H 1.55 2.44 -4.54
H 3.07 5.22 -3.19
H 1.99 1.83 3.18
H 0.12 2.99 -3.77
H 3.33 -3.74 1.52
H 3.72 1.55 3.45
H -5.75 -2.84 -0.64
H 3.61 3.55 -3.25
H 2.75 4.19 -4.64
H 0.66 -0.15 -4.37
H -1.01 0.33 5.64
H -0.66 1.58 -1.61
H 1.75 -3.68 2.29
H -4.85 -1.81 2.45
H 1.98 -3.02 0.66
H 2.87 0.81 2.11
H 0.64 2.33 -1.20
H -1.58 0.36 4.06
H -4.25 -3.21 -1.25
H 2.09 -4.80 0.97
H 2.58 0.30 3.83
H -0.06 -0.75 -2.88
H -0.87 0.47 -3.91
H -6.10 -2.07 1.33
H -2.50 -0.63 5.21
H -0.85 -1.12 4.74

Summary:
- LUMO (alpha / beta) (eV) = 0.6 / -1.9
- M (g/mol) = 252.4
- highest occupied orbital energy (alpha / beta) (eV) = -6.0 / -6.0
- charge = -1
- 2S+1 = 3

How is the electron density shared among the atoms? According to Mulliken, the charges in e are:
1. Ni 0.7796
2. O -0.3617
3. O -0.6223
4. N -0.3707
5. N -0.3827
6. N -0.6016
7. C 0.4346
8. C -1.4323
9. C 0.5738
10. C -0.8045
11. C -0.6785
12. B 0.2880
13. B 0.2662
14. B 0.3194
15. H 0.1959
16. H 0.4830
17. H 0.2278
18. H -0.1659
19. H 0.2514
20. H -0.1702
21. H -0.0921
22. H 0.1380
23. H 0.3000
24. H 0.3061
25. H 0.3884
26. H -0.1204
27. H 0.2806
28. H -0.2923
29. H 0.2594
30. H -0.3857
31. H -0.2520
32. H 0.2803
33. H -0.2886
34. H 0.2092
35. H -0.1708
36. H -0.1884
37. H 0.3744
38. H 0.3692
39. H 0.1779
40. H -0.2003
41. H -0.3219

=====

(3)
Density functional theory data (ωB97M-V with the def2-TZVPD basis set) for a 9-piece molecular cluster, C5H27N2O8 overall in a non-equilibrium geometry.

Geometry (Å):
O 0.11 1.17 1.63
O -1.32 -2.49 -3.22
O 1.70 0.79 -3.36
O 1.74 3.24 2.23
O -1.47 1.60 -0.66
O -0.86 1.87 -4.12
O 1.81 3.07 -0.64
O -2.62 -0.19 3.41
N 0.72 -0.63 -1.05
N -0.89 -1.50 1.12
C 0.26 -2.10 1.64
C 0.29 -2.63 2.86
C 1.41 -2.33 0.69
C 1.77 -1.01 -0.05
C -2.07 -1.91 1.21
H -0.64 -2.63 3.44
H -2.48 -2.65 1.91
H -1.53 1.56 -3.49
H 1.18 -2.89 3.41
H 1.47 3.89 -0.28
H 1.06 1.24 -2.80
H -1.58 2.52 -0.89
H -1.14 1.64 0.27
H 1.34 -3.17 0.01
H 2.16 3.40 1.38
H 0.62 1.98 1.88
H -2.01 -2.93 -2.73
H -3.24 0.53 3.62
H 2.74 -1.11 -0.54
H -0.42 0.92 2.40
H 1.48 1.01 -4.27
H 2.36 3.17 2.95
H 1.03 2.50 -0.58
H -0.86 2.80 -3.85
H 1.12 -0.34 -1.94
H -3.11 -0.92 3.83
H -2.87 -1.34 0.74
H 2.29 -2.43 1.30
H 1.74 -0.23 0.68
H 0.06 0.04 -0.66
H -1.84 -2.07 -3.91
H 0.07 -1.38 -1.34

Summary:
- LUMO (eV) = -2.6
- M (g/mol) = 243.3
- highest occupied orbital energy (eV) = -12.0
- charge = +1

How is the electron density shared among the atoms? According to Mulliken, the charges in e are:
1. O -0.5318
2. O -0.6351
3. O -0.6867
4. O -0.6649
5. O -0.6255
6. O -0.6261
7. O -0.7028
8. O -0.5433
9. N 0.0287
10. N 0.0993
11. C 0.6438
12. C -1.1042
13. C -0.8988
14. C -0.5963
15. C -0.5943
16. H 0.2367
17. H 0.3650
18. H 0.2926
19. H 0.3236
20. H 0.3250
21. H 0.2756
22. H 0.3252
23. H 0.3138
24. H 0.3309
25. H 0.3468
26. H 0.3226
27. H 0.3174
28. H 0.2799
29. H 0.4954
30. H 0.2338
31. H 0.3198
32. H 0.3079
33. H 0.3428
34. H 0.3164
35. H 0.4414
36. H 0.2978
37. H 0.2650
38. H 0.3822
39. H 0.3042
40. H 0.0402
41. H 0.3188
42. H 0.3171

=====

(4)
Density functional theory data (ωB97M-V with the def2-TZVPD basis set) for a 10-piece molecular cluster, C5H27O11 overall in a non-equilibrium geometry.

Geometry (Å):
O -0.95 0.89 1.28
O -2.75 2.01 -3.09
O 1.51 -3.25 1.75
O -2.36 -2.03 -3.03
O -3.42 2.47 0.66
O -0.07 1.16 -3.26
O 0.98 2.94 3.36
O 2.21 -1.35 4.18
O -0.70 -1.02 2.97
O -1.41 0.63 -0.90
O 1.14 3.54 -0.59
C -0.64 0.58 0.10
C 0.16 -2.27 -1.02
C 0.71 -0.18 0.07
C 1.04 -1.02 -1.14
C 2.52 -1.42 -1.06
H -0.77 -2.09 -0.47
H 0.02 2.97 3.41
H -0.28 -2.69 -1.93
H 1.17 2.90 2.42
H 0.72 -0.78 0.97
H 2.87 -0.77 4.56
H -1.29 -1.16 2.21
H -2.48 2.10 -2.17
H 0.55 2.80 -0.78
H -3.11 -1.90 -2.45
H 2.09 -3.61 2.42
H -2.81 3.14 0.96
H 1.44 0.61 0.31
H 3.14 -0.55 -1.22
H 2.78 -2.09 -1.88
H 2.87 -1.81 -0.11
H -0.57 1.02 -2.43
H -3.19 1.17 -3.25
H 1.37 -0.90 4.04
H 0.90 -0.52 -2.09
H -0.51 -0.07 2.75
H -1.64 -1.43 -2.79
H -0.70 1.56 -3.87
H 0.57 -3.19 -0.61
H 0.55 4.28 -0.79
H -2.83 1.80 0.29
H 1.15 -2.48 2.21

Summary:
- LUMO (eV) = 2.8
- M (g/mol) = 263.3
- highest occupied orbital energy (eV) = -6.3
- charge = -1

How is the electron density shared among the atoms? According to Mulliken, the charges in e are:
1. O -0.8433
2. O -0.6737
3. O -0.6024
4. O -0.6812
5. O -0.6934
6. O -0.6834
7. O -0.6619
8. O -0.6297
9. O -0.7004
10. O -0.7995
11. O -0.6570
12. C 0.2624
13. C -1.7736
14. C 0.2749
15. C 1.7811
16. C -2.0265
17. H 0.2872
18. H 0.3073
19. H 0.5304
20. H 0.3453
21. H -0.7676
22. H 0.2903
23. H 0.3079
24. H 0.3470
25. H 0.3537
26. H 0.3223
27. H 0.2669
28. H 0.3206
29. H 0.4523
30. H 0.4914
31. H 0.4500
32. H 0.3197
33. H 0.2903
34. H 0.3194
35. H 0.3314
36. H 0.1752
37. H 0.4317
38. H 0.3675
39. H 0.3382
40. H 0.3362
41. H 0.2931
42. H 0.2980
43. H 0.3017

=====

(5)
Density functional theory data (ωB97M-V with the def2-TZVPD basis set) for a 10-piece molecular cluster, C5H28BF4N10O9 overall in a non-equilibrium geometry.

Geometry (Å):
F -5.03 -2.37 5.98
F -3.08 -1.22 5.95
F -4.30 -1.42 4.06
F -5.10 -0.08 5.71
O -2.21 1.17 4.42
O -3.35 1.57 0.64
O -3.69 0.79 10.40
O -6.31 -5.25 9.49
O -5.52 -3.04 1.63
O -1.96 -3.55 4.69
O -9.58 0.59 5.67
O -0.66 1.46 6.61
O -1.34 -1.54 9.08
N -7.54 0.32 4.63
N -5.52 -4.21 3.65
N -6.19 -5.19 1.72
N -8.03 -0.68 6.66
N -3.66 -0.46 1.64
N -4.18 1.05 8.13
N -4.57 -0.89 9.17
N -5.25 -4.58 7.56
N -4.88 1.30 2.34
N -7.27 -3.71 8.08
C -4.14 0.42 9.31
C -6.28 -4.57 8.47
C -3.95 0.85 1.44
C -5.68 -4.05 2.32
C -8.43 0.17 5.69
B -4.39 -1.26 5.46
H -8.81 -0.92 7.25
H -2.33 1.87 3.76
H -1.13 2.25 6.89
H -3.10 0.87 4.61
H -7.88 1.06 4.04
H -5.99 -5.01 4.02
H -4.57 0.56 7.34
H -5.34 -3.91 6.81
H -1.97 -3.72 3.74
H -7.08 -0.92 6.87
H -8.07 -3.84 8.69
H -4.56 -1.44 8.33
H -7.45 -3.40 7.15
H -4.50 -5.25 7.57
H -3.77 1.96 8.01
H -5.36 0.69 2.97
H -0.89 -1.47 8.23
H -2.21 -1.88 8.87
H -6.58 0.08 4.88
H -4.22 -0.88 2.36
H -5.34 2.18 2.15
H -2.50 -2.75 4.79
H -1.18 1.12 5.85
H -5.45 -3.44 4.29
H -4.48 -1.33 10.08
H -3.01 -0.94 1.06
H -6.43 -5.10 0.75
H -6.32 -6.00 2.30

Summary:
- LUMO (eV) = 2.2
- M (g/mol) = 459.1
- highest occupied orbital energy (eV) = -7.4
- charge = -1

How is the electron density shared among the atoms? According to Mulliken, the charges in e are:
1. F -0.0208
2. F -0.3684
3. F -0.3464
4. F -0.5978
5. O -0.6940
6. O -0.7202
7. O -0.7004
8. O -0.6834
9. O -0.6207
10. O -0.7047
11. O -0.7035
12. O -0.6347
13. O -0.6430
14. N -0.3766
15. N -0.2804
16. N -0.4505
17. N -0.2546
18. N -0.1414
19. N -0.1301
20. N -0.3227
21. N -0.2990
22. N -0.2331
23. N -0.2991
24. C 0.5096
25. C 0.4671
26. C 0.4666
27. C 0.6552
28. C 0.3409
29. B 0.3466
30. H 0.1806
31. H 0.2624
32. H 0.2507
33. H 0.2864
34. H 0.1978
35. H 0.2395
36. H 0.1842
37. H 0.2964
38. H 0.3030
39. H 0.2266
40. H 0.2114
41. H 0.1365
42. H 0.2144
43. H 0.1627
44. H 0.1710
45. H 0.1166
46. H 0.3288
47. H 0.2938
48. H 0.3874
49. H 0.2269
50. H 0.2176
51. H 0.3807
52. H 0.4182
53. H -0.0120
54. H 0.2118
55. H 0.1821
56. H 0.2237
57. H 0.1403

=====

(6)
Density functional theory data (ωB97M-V with the def2-TZVPD basis set) for a 8-piece molecular cluster, C5H28N2O8 overall in a non-equilibrium geometry.

Geometry (Å):
O 3.51 -0.23 0.76
O -1.12 2.99 1.20
O -0.83 0.05 3.47
O 0.25 -4.10 0.27
O -1.98 2.97 -2.52
O 1.35 -1.63 1.89
O 3.64 2.38 -0.13
O 1.05 3.73 -0.84
N -1.96 -0.33 -0.42
N 0.34 0.68 -2.41
C -2.22 -0.19 1.03
C -1.06 -2.60 -0.90
C -0.79 -1.07 -0.84
C -0.33 -0.67 -2.31
C -1.02 -3.34 0.35
H -1.88 0.80 1.49
H 0.97 -2.32 1.23
H -0.22 -3.05 -1.60
H -1.76 0.68 -0.60
H 0.58 -4.06 -0.69
H -3.33 -0.29 1.25
H 2.97 2.48 0.57
H 1.36 0.78 -2.44
H -1.94 -1.03 1.68
H -1.84 -4.03 0.50
H -1.25 -0.81 -2.99
H 2.67 0.04 1.04
H -0.62 3.28 0.50
H 3.54 -1.06 1.15
H -0.74 2.44 1.86
H 0.02 1.38 -1.89
H -0.22 0.08 2.87
H 0.19 -0.99 -0.19
H -0.40 0.13 4.39
H -1.52 2.21 -2.80
H 0.36 -1.45 -2.80
H 0.60 4.45 -1.37
H -1.83 3.29 -1.67
H 1.93 4.00 -0.51
H -0.98 -2.71 1.35
H 2.29 -1.69 2.14
H 4.23 1.72 0.33
H -2.02 -2.90 -1.42

Summary:
- SMILES string = CN[C@H](CN)CCO.O.O.O.O.O.O.O
- LUMO (eV) = -0.1
- M (g/mol) = 244.3
- highest occupied orbital energy (eV) = -9.1
- charge = 0

How is the electron density shared among the atoms? According to Mulliken, the charges in e are:
1. O -0.5908
2. O -0.5995
3. O -0.5633
4. O -0.6013
5. O -0.6287
6. O -0.5917
7. O -0.6340
8. O -0.6020
9. N -0.3874
10. N -0.4651
11. C -0.6219
12. C -0.7577
13. C 1.7220
14. C -0.9787
15. C -0.3106
16. H 0.0751
17. H 0.4193
18. H 0.1267
19. H 0.3534
20. H 0.3587
21. H 0.2246
22. H 0.2807
23. H 0.2211
24. H 0.1875
25. H 0.2880
26. H 0.2575
27. H 0.3515
28. H 0.3300
29. H 0.2537
30. H 0.3114
31. H 0.1349
32. H 0.2046
33. H -0.6354
34. H 0.3054
35. H 0.3303
36. H 0.4086
37. H 0.3085
38. H 0.2742
39. H 0.2879
40. H 0.1595
41. H 0.1786
42. H 0.3220
43. H 0.2924